Record 1
{
  "formula": "C4H6OS",
  "method": "ωB97M-V/def2-TZVPD",
  "orbital_gap_ev": 9.624,
  "e_above_lowest_kj_mol": 482.6,
  "total_energy_ha": -629.26336,
  "symbols": ["C", "C", "C", "C", "O", "S", "H", "H", "H", "H", "H", "H"],
  "xyz": [[2.0580, 0.3705, -0.4328], [-0.4172, -0.5456, 1.9587], [1.2238, 0.9007, 0.4764], [0.2723, 0.1509, 1.2242], [-2.3206, 0.5504, -0.4116], [-2.1752, -0.8277, -0.8510], [2.8667, 0.9674, -0.8753], [1.9640, -0.6105, -0.8273], [-0.7845, -0.8863, -1.5276], [-1.2043, -1.0567, 2.5646], [1.3551, 1.9012, 0.7957], [-2.8381, -0.9143, -2.0939]],
  "forces_ev_per_angstrom": [[-0.04, 1.38, 0.08], [-0.24, 0.70, -0.51], [0.78, -1.15, -0.46], [-1.25, -1.74, 1.46], [-0.50, 1.18, 0.48], [2.02, -0.79, -1.78], [-0.52, -0.11, 0.24], [-0.13, -0.85, 0.06], [-2.24, -0.21, 0.75], [1.40, 0.75, -0.94], [0.12, 0.95, 0.17], [0.61, -0.10, 0.45]]
}


Record 2
{
  "formula": "C26H40N4O2",
  "method": "ωB97M-V/def2-TZVPD",
  "orbital_gap_ev": 7.912,
  "e_above_lowest_kj_mol": 0.0,
  "total_energy_ha": -1384.32248,
  "symbols": ["C", "H", "H", "H", "C", "N", "C", "H", "C", "H", "H", "C", "N", "C", "O", "N", "H", "C", "C", "C", "C", "C", "C", "H", "H", "H", "H", "H", "H", "H", "H", "H", "H", "H", "C", "C", "C", "C", "C", "C", "C", "C", "C", "N", "C", "O", "H", "C", "H", "H", "H", "C", "H", "H", "H", "H", "H", "H", "H", "H", "H", "H", "H", "C", "C", "H", "H", "H", "H", "H", "H", "H"],
  "xyz": [[-1.7318, -2.9426, -1.7557], [-1.5252, -4.0088, -1.6999], [-2.3934, -2.7667, -2.6014], [-2.2499, -2.6381, -0.8504], [-0.4356, -2.1477, -1.9563], [0.6455, -2.3643, -1.0164], [0.4797, -1.7658, 0.2913], [1.4792, -1.5367, 0.6824], [-0.2960, -2.5632, 1.3518], [0.2906, -3.4192, 1.6898], [-1.2297, -2.9316, 0.9338], [-0.6321, -1.7036, 2.5755], [-1.2890, -0.4582, 2.2212], [-2.5220, -0.5436, 1.6068], [-3.1152, -1.6075, 1.5411], [-3.0167, 0.6298, 1.1260], [-2.3462, 1.3212, 0.8089], [-4.2815, 0.6330, 0.4163], [-4.1199, 0.2868, -1.0700], [-3.4006, 1.3937, -1.8343], [-4.1527, 2.7120, -1.6841], [-4.2459, 3.0883, -0.2091], [-4.9624, 1.9941, 0.5795], [-4.9934, 2.2555, 1.6391], [-5.9912, 1.9093, 0.2227], [-3.2382, 3.2328, 0.1835], [-4.7870, 4.0309, -0.0954], [-3.6381, 3.5012, -2.2367], [-5.1582, 2.6097, -2.1010], [-2.3880, 1.5167, -1.4469], [-3.3259, 1.1201, -2.8897], [-3.5710, -0.6520, -1.1534], [-5.1130, 0.1342, -1.4993], [-4.8910, -0.1452, 0.8907], [-0.7022, 0.7716, 2.7148], [0.5358, 1.1192, 1.9309], [1.7825, 0.8125, 2.3568], [2.9361, 1.0078, 1.5421], [4.2286, 0.6715, 1.9583], [5.2908, 0.8526, 1.1104], [5.1189, 1.3656, -0.1811], [3.8467, 1.7073, -0.6229], [2.7583, 1.5320, 0.2490], [1.4869, 1.8744, -0.1289], [0.3501, 1.7211, 0.6188], [-0.7243, 2.1000, 0.1640], [1.3458, 2.2738, -1.0486], [3.5891, 2.2531, -1.9992], [2.8856, 1.6145, -2.5344], [3.1702, 3.2587, -1.9413], [4.5012, 2.3057, -2.5819], [6.3261, 1.5312, -1.0556], [6.2399, 0.9215, -1.9541], [6.4473, 2.5705, -1.3580], [7.2227, 1.2255, -0.5232], [6.2858, 0.5916, 1.4389], [4.3756, 0.2678, 2.9487], [1.9313, 0.3911, 3.3421], [-0.4428, 0.6428, 3.7731], [-1.4395, 1.5720, 2.6357], [0.2839, -1.4548, 3.1139], [-1.2867, -2.2841, 3.2369], [-0.0354, -0.8160, 0.1329], [1.1959, -3.7057, -1.0279], [2.6222, -3.7309, -0.4840], [3.2180, -2.9633, -0.9712], [3.0717, -4.7020, -0.6773], [2.6388, -3.5543, 0.5879], [0.5815, -4.4263, -0.4649], [1.2155, -4.0325, -2.0716], [-0.6709, -1.0790, -1.9392], [-0.0355, -2.3810, -2.9504]],
  "forces_ev_per_angstrom": [[0.26, 0.18, 0.03], [-0.03, -0.15, 0.00], [-0.11, -0.02, -0.08], [-0.12, -0.01, 0.09], [-0.14, -0.07, -0.12], [0.05, -0.09, -0.08], [0.06, -0.10, 0.12], [-0.07, 0.10, 0.07], [0.07, 0.21, -0.09], [0.00, -0.09, 0.01], [0.05, -0.09, 0.03], [-0.18, -0.40, -0.16], [-0.02, 0.01, 0.07], [0.17, 0.30, 0.26], [-0.22, -0.40, -0.11], [-0.11, 0.36, -0.21], [0.16, -0.08, 0.14], [-0.50, -0.28, 0.06], [0.21, 0.00, 0.15], [-0.28, -0.04, -0.13], [0.31, 0.07, 0.07], [-0.32, -0.02, -0.11], [0.19, -0.03, 0.07], [-0.08, -0.05, 0.02], [-0.07, 0.01, -0.01], [0.09, 0.10, 0.06], [0.09, 0.03, 0.06], [-0.06, 0.03, -0.06], [-0.06, 0.03, -0.06], [0.09, -0.02, -0.06], [0.08, -0.01, 0.00], [-0.06, -0.10, 0.01], [-0.06, -0.05, -0.04], [0.08, 0.18, -0.11], [0.02, 0.16, -0.12], [0.25, -0.10, 0.45], [-0.49, 0.24, -0.12], [0.26, 0.11, -0.40], [-0.12, 0.07, -0.16], [0.03, -0.04, 0.10], [-0.20, -0.02, 0.13], [-0.02, 0.00, 0.02], [0.56, -0.29, 0.54], [-0.10, 0.14, -0.42], [0.24, 0.08, -0.02], [-0.24, 0.06, -0.02], [-0.10, -0.05, 0.16], [0.04, -0.07, 0.17], [-0.06, 0.00, -0.12], [-0.05, 0.09, -0.09], [0.01, 0.03, -0.08], [-0.04, 0.01, -0.02], [0.06, 0.00, -0.10], [0.07, 0.04, -0.08], [0.06, -0.01, 0.00], [0.10, -0.02, 0.02], [0.01, -0.05, 0.12], [-0.05, -0.07, 0.12], [-0.01, 0.07, -0.10], [0.09, -0.07, 0.10], [-0.04, 0.03, 0.04], [0.16, 0.08, 0.02], [0.07, -0.01, 0.01], [0.20, 0.14, 0.02], [-0.29, -0.08, -0.11], [0.08, 0.09, -0.05], [0.09, -0.10, 0.05], [0.06, 0.02, 0.16], [0.00, -0.02, -0.10], [-0.06, -0.06, 0.05], [0.02, 0.01, -0.08], [-0.06, 0.09, 0.02]]
}


Record 3
{
  "formula": "C4H9NO",
  "method": "ωB97M-V/def2-TZVPD",
  "orbital_gap_ev": 10.143,
  "e_above_lowest_kj_mol": 152.7,
  "total_energy_ha": -287.77429,
  "symbols": ["C", "N", "C", "C", "O", "C", "H", "H", "H", "H", "H", "H", "H", "H", "H"],
  "xyz": [[0.9767, -0.9458, -0.7862], [0.3606, 0.2144, -0.1903], [1.0056, 1.4949, -0.4032], [-0.7210, 0.2139, 0.6126], [-1.0786, 1.2446, 1.1982], [-1.7082, -0.8902, 0.8283], [2.0353, -0.9944, -0.4970], [0.4804, -1.8553, -0.4423], [0.9222, -0.8963, -1.8821], [1.2479, 1.6112, -1.4640], [1.9220, 1.5741, 0.1923], [0.3159, 2.2788, -0.0877], [-1.5336, -1.4289, 1.7634], [-1.8677, -1.6298, 0.0163], [-2.3576, 0.0087, 1.1416]],
  "forces_ev_per_angstrom": [[-0.04, -0.14, -0.02], [-0.07, 0.07, 0.05], [0.17, 0.13, -0.09], [0.34, 0.69, 0.33], [1.00, 0.56, -0.13], [-0.15, 0.57, 0.41], [-0.19, -0.05, -0.05], [0.06, 0.12, -0.06], [0.02, -0.04, 0.17], [0.05, -0.04, 0.10], [-0.04, 0.03, -0.11], [0.20, -0.12, -0.10], [0.32, 0.02, -0.13], [-0.40, 0.86, 0.39], [-1.28, -2.66, -0.76]]
}


Record 4
{
  "formula": "C44H44N2O4S2",
  "method": "ωB97M-V/def2-TZVPD",
  "orbital_gap_ev": 5.068,
  "total_energy_ha": -2909.77734,
  "symbols": ["C", "C", "N", "C", "C", "C", "C", "C", "C", "C", "C", "C", "C", "C", "C", "C", "N", "C", "C", "C", "C", "C", "C", "C", "C", "C", "C", "H", "H", "H", "H", "H", "H", "H", "H", "H", "H", "H", "H", "H", "H", "H", "H", "H", "H", "H", "H", "H", "H", "H", "H", "H", "H", "H", "H", "H", "C", "C", "C", "C", "C", "S", "C", "C", "C", "C", "C", "C", "O", "O", "S", "C", "C", "C", "C", "C", "C", "O", "O", "C", "C", "H", "H", "H", "H", "H", "H", "H", "H", "H", "H", "H", "H", "H", "H", "H"],
  "xyz": [[1.9737, 5.2997, 3.7767], [1.2773, 6.3853, 2.9730], [0.6364, 5.8636, 1.7927], [0.3453, 6.8588, 0.7808], [0.0292, 6.2343, -0.5706], [-1.1080, 5.2384, -0.4078], [-0.8329, 4.2845, 0.7084], [0.0716, 4.6263, 1.7579], [0.3661, 3.6459, 2.7552], [0.0165, 2.3258, 2.5077], [-0.8571, 1.9556, 1.4287], [-1.1729, 0.6034, 1.1421], [-2.5214, 0.1882, 0.8196], [-3.3080, -0.6417, 1.6819], [-4.5321, -1.1762, 1.3055], [-5.0169, -0.9471, -0.0191], [-6.0414, -1.6920, -0.5333], [-6.5882, -2.8102, 0.2024], [-6.6654, -2.4970, 1.6810], [-5.2858, -2.1071, 2.2186], [-6.3402, -1.6814, -1.9497], [-6.1804, -0.2945, -2.5458], [-4.7855, 0.2404, -2.2438], [-4.3336, -0.0031, -0.8369], [-3.1687, 0.5889, -0.3714], [-1.4473, 3.0428, 0.7234], [1.0853, 4.0674, 4.0062], [2.8763, 4.9843, 3.2366], [2.2832, 5.7389, 4.7307], [0.5455, 6.9178, 3.6044], [1.9985, 7.1451, 2.6506], [-0.5118, 7.4743, 1.1058], [1.2141, 7.5271, 0.7041], [-0.2468, 7.0261, -1.2741], [0.9271, 5.7340, -0.9626], [-2.0528, 5.7652, -0.2085], [-1.2389, 4.6862, -1.3432], [0.3395, 1.5357, 3.1809], [-0.5739, -0.1251, 1.6771], [-2.9260, -0.8320, 2.6845], [-7.5752, -3.0327, -0.2153], [-5.9572, -3.6999, 0.0503], [-7.3572, -1.6639, 1.8399], [-7.0574, -3.3616, 2.2223], [-4.6830, -3.0181, 2.3761], [-5.3972, -1.6423, 3.2078], [-5.6596, -2.3789, -2.4698], [-7.3626, -2.0594, -2.0829], [-6.3462, -0.3415, -3.6254], [-6.9441, 0.3660, -2.1232], [-4.0610, -0.2447, -2.9205], [-4.7562, 1.3122, -2.4699], [-2.6904, 1.3599, -0.9746], [-2.3720, 2.8769, 0.1805], [1.7008, 3.2408, 4.3871], [0.3559, 4.3113, 4.8006], [-1.1652, 2.5739, -3.7534], [-0.1599, 3.1676, -2.9875], [0.3745, 2.5034, -1.8918], [0.1456, 1.1078, -1.6744], [1.0055, 0.3466, -0.7809], [0.7640, -1.3769, -0.4774], [1.7892, -1.6298, 0.9761], [2.4471, -2.8526, 1.1181], [3.3946, -2.9989, 2.1332], [3.6432, -1.9531, 3.0266], [3.0343, -0.7080, 2.8256], [2.1278, -0.5411, 1.7761], [-0.6240, -1.6285, -0.1489], [1.3726, -2.2290, -1.4798], [2.7763, 0.6467, -1.2561], [2.9724, -0.1045, -2.8902], [3.2462, -1.4698, -3.0138], [3.1393, -2.0675, -4.2719], [3.0751, -1.2763, -5.4177], [3.0192, 0.1133, -5.2945], [2.9112, 0.6996, -4.0315], [2.9988, 2.0689, -1.3655], [3.6605, -0.1325, -0.4171], [-0.9406, 0.5638, -2.4163], [-1.5666, 1.2763, -3.4408], [-1.6435, 3.1357, -4.5568], [0.2085, 4.1771, -3.2214], [0.9691, 3.0535, -1.1499], [2.2458, -3.6668, 0.4189], [3.9624, -3.9263, 2.2002], [4.3859, -2.0643, 3.8153], [3.2851, 0.1513, 3.4476], [1.6839, 0.4390, 1.5853], [3.5449, -2.0725, -2.1569], [3.1274, -3.1571, -4.3518], [3.0994, -1.7379, -6.4034], [3.0499, 0.7465, -6.1841], [2.7748, 1.7788, -3.9350], [-1.3111, -0.4274, -2.1372], [-2.3849, 0.8037, -3.9942]],
  "forces_ev_per_angstrom": [[0.27, -0.20, -0.13], [0.07, 0.06, 0.53], [-0.12, -0.34, -0.19], [-0.24, 0.36, -0.34], [0.15, 0.04, 0.18], [-0.61, 0.43, -0.20], [-0.24, -0.67, 0.40], [0.00, -0.24, -0.51], [-0.18, -0.80, -0.12], [0.24, 0.44, -0.53], [-0.04, 0.24, 0.07], [-1.19, 1.50, 2.93], [-1.38, -0.26, -0.96], [0.81, 0.08, -0.57], [0.20, 0.35, -0.56], [1.14, 0.05, -0.10], [-0.70, 0.29, 0.13], [0.23, -0.16, 0.06], [0.07, 0.26, 0.18], [0.07, -0.35, 0.47], [0.24, -0.14, -0.27], [-0.08, -0.01, 0.19], [0.04, 0.20, -0.60], [-0.10, -0.30, 0.81], [0.14, 0.18, 0.32], [0.62, 0.14, -0.01], [0.13, 0.25, 0.44], [-0.13, 0.10, 0.10], [0.05, -0.19, -0.11], [-0.01, -0.13, -0.10], [-0.03, -0.18, 0.07], [0.15, -0.04, -0.04], [-0.18, -0.18, 0.05], [0.07, -0.13, 0.07], [-0.20, 0.06, 0.09], [0.14, 0.09, -0.12], [-0.07, 0.01, 0.24], [0.14, 0.15, -0.03], [-0.05, -0.02, -0.01], [-0.04, -0.26, -0.18], [0.09, 0.01, 0.13], [-0.07, -0.04, 0.00], [-0.03, -0.07, -0.08], [0.04, 0.09, -0.02], [-0.17, 0.24, -0.07], [0.04, -0.10, -0.16], [-0.14, 0.05, -0.02], [0.23, 0.12, 0.01], [0.01, 0.03, 0.10], [0.05, -0.03, 0.01], [-0.22, 0.16, 0.15], [0.13, -0.11, 0.00], [-0.14, -0.57, -0.13], [0.46, 0.07, -0.46], [-0.20, 0.17, -0.07], [0.12, -0.16, -0.31], [0.20, 0.00, -0.19], [-0.27, 0.15, 0.12], [0.21, -0.43, 0.57], [-1.16, 0.53, -0.97], [1.37, -0.24, -0.28], [0.93, 0.52, -0.15], [0.35, 0.23, -0.09], [-0.03, 0.10, 0.19], [-0.24, 0.05, 0.05], [0.12, 0.43, -0.45], [-0.21, -0.37, -0.15], [-0.23, -0.21, 0.76], [-0.10, -0.12, -0.12], [-0.77, -0.19, 0.28], [-0.50, -1.03, -0.10], [0.44, 0.46, -0.28], [-0.03, -0.10, -0.15], [0.37, 0.13, 0.05], [-0.11, 0.22, 0.19], [0.02, 0.03, -0.01], [-0.33, -0.06, -0.02], [0.07, -0.17, -0.04], [-0.15, 0.26, 0.03], [0.46, -0.15, -0.01], [-0.09, 0.03, 0.28], [0.20, -0.25, 0.09], [-0.40, -0.36, 0.20], [0.06, -0.40, -0.73], [0.09, 0.32, 0.18], [-0.22, 0.17, 0.11], [-0.18, -0.05, -0.16], [-0.01, -0.27, -0.07], [0.24, -0.39, -0.04], [-0.45, 0.32, -0.20], [0.31, 0.35, 0.03], [-0.09, 0.09, 0.19], [-0.11, -0.20, 0.28], [0.05, -0.34, 0.05], [0.32, 0.19, -0.39], [0.33, 0.21, 0.20]]
}